Record 1
The following is a quantum chemistry calculation of an isolated ion of composition C12H14NOS and charge +1 at a distorted geometry, from the Open Molecules 2025 dataset.

Geometry (Å):
C (-0.436, -2.704, 1.133)
C (-1.844, -1.853, 1.339)
C (-1.641, -1.321, 2.911)
N (-0.940, 0.040, 2.740)
C (-1.063, 0.690, 1.511)
C (-0.326, 2.152, 1.438)
C (0.254, 2.569, -0.037)
O (0.344, 3.905, -0.288)
C (0.778, 1.553, -1.211)
C (1.143, -0.037, -1.043)
C (1.644, -0.899, -2.380)
C (1.812, -0.219, -3.892)
C (1.486, 1.394, -4.048)
C (0.979, 2.224, -2.728)
S (-2.086, -0.283, 0.280)
H (0.502, -2.060, 1.495)
H (-0.461, -3.635, 1.879)
H (-0.308, -3.145, 0.057)
H (-2.687, -2.666, 1.314)
H (-2.648, -1.291, 3.548)
H (-0.845, -1.937, 3.525)
H (-0.372, 0.507, 3.498)
H (-1.155, 2.963, 1.717)
H (0.482, 2.215, 2.283)
H (1.012, -0.559, -0.002)
H (1.868, -2.059, -2.240)
H (2.147, -0.854, -4.824)
H (1.603, 1.923, -5.086)
H (0.759, 3.387, -2.890)

Summary:
energy = -993.167979 Ha
energy relative to the best compared isomer or geometry (same formula, charge and spin) = 189.3 kcal per mole
net charge = +1
HOMO = -11.5 eV
Kohn-Sham gap = 6.788 eV

***

Record 2
The following is a quantum chemistry calculation of C24H43BiNO2P2 as an isolated structure at a distorted geometry, from the Open Molecules 2025 dataset.

Geometry (Å):
Bi (-1.916, 1.813, 1.590)
C (0.200, 0.147, 4.717)
C (1.179, 0.589, 3.772)
C (-0.561, 2.117, 3.736)
C (-0.801, 1.108, 4.801)
C (0.765, 1.777, 3.195)
C (0.313, -1.063, 5.553)
H (1.037, -1.748, 5.108)
H (-0.653, -1.569, 5.613)
H (0.640, -0.837, 6.577)
C (-1.820, 1.223, 5.853)
H (-1.955, 0.268, 6.381)
H (-2.792, 1.533, 5.452)
H (-1.521, 1.973, 6.608)
C (-0.951, 3.550, 3.951)
H (-0.776, 3.830, 5.000)
H (-2.013, 3.713, 3.748)
H (-0.374, 4.230, 3.315)
C (1.585, 2.614, 2.287)
H (2.342, 3.184, 2.856)
H (0.974, 3.337, 1.734)
H (2.126, 1.972, 1.570)
C (2.508, -0.028, 3.549)
H (3.307, 0.656, 3.871)
H (2.682, -0.240, 2.487)
H (2.614, -0.958, 4.113)
C (-0.116, -2.819, 0.955)
C (0.852, -2.989, 1.887)
C (2.329, -3.033, 1.706)
C (2.872, -2.469, 0.362)
C (2.672, -1.014, 0.185)
C (1.620, -0.341, -0.300)
C (0.207, -0.796, -0.536)
C (-0.003, -2.319, -0.448)
H (2.686, -4.076, 1.794)
H (2.463, -3.035, -0.473)
H (2.813, -2.496, 2.532)
H (0.764, -2.868, -0.989)
H (-1.129, -3.109, 1.197)
H (0.520, -3.298, 2.864)
H (-0.976, -2.552, -0.931)
H (-0.491, -0.322, 0.194)
H (1.779, 0.724, -0.512)
H (-0.139, -0.418, -1.529)
H (3.960, -2.657, 0.350)
H (3.541, -0.425, 0.503)
P (-1.159, -0.619, -3.854)
P (-1.081, 2.071, -5.026)
C (-1.281, -0.606, -5.744)
C (-1.686, 0.782, -6.235)
H (-1.998, -1.382, -6.061)
H (-0.302, -0.894, -6.163)
H (-1.288, 0.978, -7.244)
H (-2.781, 0.860, -6.299)
C (-1.718, 3.468, -6.076)
H (-1.315, 4.415, -5.700)
H (-2.811, 3.497, -6.009)
H (-1.429, 3.354, -7.131)
C (0.638, 2.109, -5.743)
H (0.615, 2.050, -6.839)
H (1.233, 1.280, -5.345)
H (1.106, 3.057, -5.453)
C (-2.648, -1.683, -3.605)
H (-2.691, -1.995, -2.554)
H (-2.614, -2.560, -4.267)
H (-3.537, -1.082, -3.841)
C (0.166, -1.920, -3.890)
H (1.038, -1.531, -4.436)
H (-0.192, -2.828, -4.399)
H (0.476, -2.165, -2.869)
O (-1.932, -1.499, 3.027)
N (-2.145, -0.442, 2.464)
O (-3.032, 0.405, 3.042)

Summary:
energy = -2042.318758 Ha
energy relative to the best compared isomer or geometry (same formula, charge and spin) = 0.0 kcal per mole
net charge = +1
HOMO (alpha / beta) = -9.8 / -9.8 eV
Kohn-Sham gap (alpha / beta) = 3.680 / 3.604 eV

***

Record 3
The following is a quantum chemistry calculation of a 2-piece molecular cluster, C5H13N4O3PS overall at a distorted geometry, from the Open Molecules 2025 dataset.

Geometry (Å):
C (-2.579, 0.357, 1.053)
P (-1.593, 1.782, 0.620)
O (-2.321, 2.485, -0.648)
N (-0.186, 0.846, -0.082)
C (-0.139, 0.240, -1.257)
N (-1.161, 0.204, -2.149)
N (1.075, -0.373, -1.415)
C (1.732, -0.136, -0.319)
C (3.090, -0.632, 0.012)
C (2.985, -1.952, 0.789)
O (2.643, -2.992, -0.106)
N (0.999, 0.627, 0.549)
S (1.415, 1.169, 2.094)
H (-2.721, -0.312, 0.206)
H (-3.535, 0.646, 1.471)
H (-1.963, -0.189, 1.772)
H (-1.998, 3.391, -0.663)
H (-1.750, -0.609, -2.183)
H (-1.402, 0.990, -2.719)
H (3.587, -0.778, -0.940)
H (3.631, 0.134, 0.558)
H (2.200, -1.830, 1.534)
H (3.925, -2.184, 1.274)
H (1.743, -3.273, 0.062)
H (1.890, 2.405, 1.832)
O (-5.043, -0.294, -0.378)
H (-4.526, 0.276, -0.967)

Summary:
energy = -1382.446228 Ha
HOMO = -5.3 eV
Kohn-Sham gap = 4.315 eV

***

Record 4
The following is a quantum chemistry calculation of C11H23AlClF3N3S as an isolated structure at a distorted geometry, from the Open Molecules 2025 dataset.

Geometry (Å):
N (5.523, -0.536, 0.177)
Al (4.584, -1.166, -1.312)
C (2.981, -2.216, -0.682)
C (1.726, -1.349, -0.429)
C (0.811, -1.146, -1.653)
Cl (0.529, -2.623, -2.638)
N (4.011, 0.227, -2.539)
C (4.853, 1.059, -2.634)
S (5.813, 2.371, -2.747)
C (5.877, -2.391, -2.382)
F (5.550, -3.715, -2.321)
F (6.032, -2.075, -3.696)
F (7.150, -2.367, -1.890)
H (6.011, 0.339, 0.038)
H (4.982, -0.523, 1.029)
H (2.808, -3.063, -1.354)
H (3.267, -2.657, 0.286)
H (1.143, -1.671, 0.443)
H (2.089, -0.344, -0.159)
H (-0.173, -0.839, -1.283)
H (1.142, -0.330, -2.295)
C (-1.715, -0.536, 1.785)
C (-2.156, 0.814, 1.239)
N (-3.441, 0.769, 0.566)
C (-3.728, 1.963, -0.210)
C (-3.886, 3.291, 0.539)
C (-4.545, 0.242, 1.347)
C (-4.879, 0.929, 2.678)
H (-1.722, -1.296, 1.003)
H (-0.697, -0.461, 2.169)
H (-2.353, -0.869, 2.606)
H (-1.402, 1.143, 0.519)
H (-2.142, 1.550, 2.059)
H (-4.626, 1.785, -0.809)
H (-2.922, 2.081, -0.942)
H (-4.833, 3.346, 1.075)
H (-3.877, 4.116, -0.177)
H (-3.073, 3.465, 1.244)
H (-4.337, -0.811, 1.556)
H (-5.440, 0.224, 0.720)
H (-3.989, 1.124, 3.277)
H (-5.532, 0.281, 3.268)
H (-5.412, 1.868, 2.531)

Summary:
energy = -1997.781178 Ha
net charge = -1
HOMO = -5.5 eV
Kohn-Sham gap = 7.961 eV

***

Record 5
The following is a quantum chemistry calculation of C29H37LuNO5PS3Si as an isolated structure at a distorted geometry, from the Open Molecules 2025 dataset.

Geometry (Å):
Lu (-0.747, 1.085, 0.703)
O (-3.161, 2.008, 4.131)
C (-2.400, 2.037, 3.199)
O (-2.002, 0.970, 2.485)
C (-1.869, 3.440, 2.704)
C (-2.258, 4.599, 3.366)
C (-1.618, 5.773, 2.980)
C (-0.567, 5.799, 2.088)
C (-0.181, 4.567, 1.572)
N (-0.878, 3.428, 1.809)
H (-2.956, 4.588, 4.127)
H (-2.004, 6.689, 3.467)
H (0.125, 6.577, 1.905)
H (0.653, 4.510, 0.910)
O (-0.016, -0.999, 1.277)
S (0.325, -1.810, 2.507)
C (0.806, -3.321, 1.760)
C (0.797, -4.545, 2.469)
C (1.149, -5.719, 1.788)
C (1.622, -5.624, 0.496)
C (1.647, -4.423, -0.212)
C (1.175, -3.247, 0.434)
C (-1.171, -2.342, 3.293)
C (-2.157, -2.899, 2.486)
C (-3.257, -3.590, 3.038)
C (-3.379, -3.574, 4.442)
C (-2.357, -3.035, 5.283)
C (-1.269, -2.417, 4.649)
H (0.637, -4.545, 3.534)
H (1.199, -6.722, 2.247)
H (2.003, -6.465, 0.010)
H (1.949, -4.492, -1.251)
H (1.071, -2.325, -0.094)
H (-2.046, -2.853, 1.304)
H (-4.037, -3.902, 2.389)
H (-4.173, -4.147, 4.783)
H (-2.438, -3.154, 6.299)
H (-0.473, -2.106, 5.308)
C (0.476, -0.675, -5.333)
C (0.615, 0.191, -4.139)
C (1.593, 1.408, -4.150)
O (-0.776, 0.744, -3.919)
P (-1.609, 0.833, -2.529)
S (-1.500, 2.517, -1.525)
S (-1.187, -0.747, -1.311)
O (-3.143, 0.845, -3.028)
C (-3.756, 0.112, -4.078)
C (-5.123, 0.748, -4.320)
C (-3.922, -1.354, -3.835)
H (1.383, -1.294, -5.383)
H (0.203, -0.306, -6.323)
H (-0.371, -1.314, -5.024)
H (0.841, -0.388, -3.284)
H (1.297, 2.173, -4.843)
H (2.564, 1.099, -4.452)
H (1.479, 1.908, -3.196)
H (-3.072, 0.267, -4.900)
H (-6.011, -0.036, -4.525)
H (-5.071, 1.521, -5.042)
H (-5.405, 1.271, -3.404)
H (-4.535, -1.516, -2.948)
H (-2.921, -1.752, -3.557)
H (-4.353, -1.810, -4.764)
C (5.454, 3.166, 1.401)
Si (4.582, 1.855, 0.492)
C (4.849, 2.158, -1.287)
C (5.659, 0.370, 1.019)
C (2.790, 1.531, 0.626)
C (1.552, 1.402, 0.570)
H (6.411, 3.502, 0.850)
H (5.921, 2.708, 2.272)
H (5.002, 4.098, 1.713)
H (5.891, 2.112, -1.444)
H (4.480, 3.086, -1.620)
H (4.297, 1.431, -1.936)
H (5.610, 0.128, 2.060)
H (6.746, 0.702, 0.918)
H (5.317, -0.505, 0.495)

Summary:
energy = -4619.304874 Ha
energy relative to the best compared isomer or geometry (same formula, charge and spin) = 16.2 kcal per mole
HOMO = -8.6 eV
Kohn-Sham gap = 8.876 eV

***

Which of these has the highest energy? C12H14NOS